{"formula": "C59H92I3O15P", "method": "ωB97M-V with the def2-TZVPD basis set", "homo_ev": -8.7, "lumo_ev": -1.40, "orbital_gap_ev": 7.3, "elements": ["I", "I", "I", "P", "O", "O", "O", "O", "O", "O", "O", "O", "O", "O", "O", "O", "O", "O", "O", "C", "C", "C", "C", "C", "C", "C", "C", "C", "C", "C", "C", "C", "C", "C", "C", "C", "C", "C", "C", "C", "C", "C", "C", "C", "C", "C", "C", "C", "C", "C", "C", "C", "C", "C", "C", "C", "C", "C", "C", "C", "C", "C", "C", "C", "C", "C", "C", "C", "C", "C", "C", "C", "C", "C", "C", "C", "C", "C", "H", "H", "H", "H", "H", "H", "H", "H", "H", "H", "H", "H", "H", "H", "H", "H", "H", "H", "H", "H", "H", "H", "H", "H", "H", "H", "H", "H", "H", "H", "H", "H", "H", "H", "H", "H", "H", "H", "H", "H", "H", "H", "H", "H", "H", "H", "H", "H", "H", "H", "H", "H", "H", "H", "H", "H", "H", "H", "H", "H", "H", "H", "H", "H", "H", "H", "H", "H", "H", "H", "H", "H", "H", "H", "H", "H", "H", "H", "H", "H", "H", "H", "H", "H", "H", "H", "H", "H", "H", "H", "H", "H"], "positions_angstrom": [[2.737361, -1.984013, 0.759897], [-9.607562, -3.785030, -1.949876], [-8.206640, -1.628684, 0.734058], [4.728505, 1.653370, 2.948011], [6.720023, 9.642256, 5.951418], [2.463278, 2.870413, -3.679994], [-6.124414, -8.525905, -8.525125], [-2.626116, 0.799958, -2.853466], [-7.158741, -7.447882, -2.136435], [3.825647, 6.880803, 4.033659], [4.011064, 3.889785, -2.338528], [0.017026, -3.368347, -0.654911], [5.787942, 2.725802, 2.550585], [-5.019131, -5.461651, -5.583042], [-6.140732, 2.874892, -0.733801], [1.387466, 2.481690, 6.883775], [5.488001, 0.137116, 2.838576], [9.488665, 1.012047, 0.532748], [4.202924, 2.072212, 4.516149], [10.646632, 0.528330, 1.226475], [-0.736648, 0.327674, -1.393969], [-6.297093, -0.329332, -3.245481], [-4.455274, -3.639134, -0.153078], [-7.908106, -9.105730, -0.619248], [7.704013, 10.935011, 7.675957], [1.633398, 4.588515, 7.939095], [-5.643942, -9.350933, -10.694359], [-2.216203, 0.036501, -1.922802], [-7.140738, 2.229572, -2.978161], [-0.604325, -2.268348, -0.687325], [6.765848, 9.782020, 7.377949], [11.375848, 2.214191, -0.244800], [-7.555793, 0.710382, -3.292019], [1.221388, 2.070869, -1.021289], [1.279021, 3.130350, 8.157809], [-4.118441, -7.520945, -6.333796], [-0.207445, 1.766956, -1.568159], [3.536716, 1.348534, 0.277976], [2.825419, 3.486925, -2.436620], [7.339061, 10.790487, 5.355764], [7.517969, 11.814072, 6.459530], [-6.951278, -9.673385, -8.764876], [1.485966, -0.482139, -0.207334], [11.852876, 0.933082, 0.402151], [-7.087829, -8.854814, -1.869605], [6.605750, 0.150961, 1.900720], [-5.441069, -8.189876, -9.741034], [-6.920409, -2.610927, -0.721685], [4.501922, 5.621915, 4.157667], [-5.319565, -2.470741, -0.738087], [1.736493, 3.590621, -1.238825], [1.511659, 3.484925, 5.864427], [-5.511859, -0.015299, -1.884888], [5.900415, 5.813353, 3.620177], [6.985394, -1.309824, 1.331892], [-7.457702, -3.446096, -1.758471], [-5.394606, -6.794982, -5.960719], [-3.100110, -6.844193, -5.443023], [-2.904485, -3.604100, -0.136501], [0.075376, -0.841007, -0.742600], [-4.630723, -1.215426, -1.322327], [-6.241972, 2.394692, 0.623616], [-2.214510, -2.351608, -0.719799], [2.077924, 0.972605, -0.317129], [4.780566, 1.214388, 5.541105], [6.159810, 7.270740, 3.937929], [-6.995224, -9.876896, -10.266330], [-8.961723, -8.023872, -0.711588], [1.178444, 4.813048, 6.513986], [-8.178160, -6.871093, -1.307225], [4.794284, 7.890610, 3.716752], [3.242918, 1.830955, 1.808293], [3.687588, 0.048167, 5.842972], [-7.408237, 2.694614, -1.454733], [-6.452883, -4.131356, -2.820770], [9.912560, 1.912191, -0.500271], [-3.058895, -1.169439, -1.325664], [-3.594185, -5.410774, -5.430845], [-6.991176, -4.737675, -3.619935], [0.891502, 4.241297, -1.671853], [3.267403, 2.514391, -4.119075], [-8.040243, 3.650484, -1.413893], [4.205290, -0.915091, 6.163356], [8.305149, 10.475590, 4.946294], [-8.803310, -6.200744, -1.903883], [1.159954, 5.255078, 8.662120], [-2.072608, -6.937621, -5.799312], [-6.323242, 0.188841, -1.084336], [4.517320, 5.355205, 5.220637], [-3.152106, -7.265870, -4.433645], [5.749814, 9.995628, 7.726671], [4.626695, 8.771226, 4.340884], [-9.753135, -8.334356, -1.402059], [6.605754, 12.410058, 6.568202], [2.906943, 2.928951, 1.849942], [-6.110560, -6.756349, -6.783131], [-0.883602, 2.530521, -2.075558], [-6.040566, 2.403633, -3.235890], [-5.872458, -3.279580, -3.346610], [11.468138, 3.044302, 0.463305], [8.737164, 10.574722, 7.718623], [-5.679966, -0.170509, -4.197853], [2.222850, 4.029369, -0.309694], [-7.749030, 2.944563, -3.648147], [-5.599771, -9.053605, -11.743465], [-5.640675, -4.752817, -2.286010], [2.544424, 3.468664, 5.503252], [7.736997, -1.873567, 1.996821], [-8.054806, 0.659920, -4.320211], [-5.879548, -7.263552, -5.096677], [-4.877598, -10.113926, -10.522321], [-3.875613, -7.333290, -7.384569], [6.451315, 7.375321, 4.987196], [6.625042, 5.129638, 4.064194], [-5.888058, -7.270274, -10.133454], [-7.682061, -6.282699, -0.526437], [6.937951, 7.723421, 3.320499], [6.378810, 0.796247, 0.973413], [-2.328158, -4.476212, 0.308299], [7.519881, -1.148053, 0.322165], [1.940967, 2.640853, 8.876519], [-7.290544, -8.946836, 0.270998], [10.665266, 0.998007, 2.215863], [-7.172646, -10.915633, -10.550203], [0.245612, 3.019725, 8.503663], [2.717976, 4.723876, 8.007728], [-6.489344, -10.529982, -8.261823], [0.096087, 4.979398, 6.491685], [-7.788557, -9.261839, -10.703860], [-4.183925, -8.599963, -6.185871], [0.847011, 3.246647, 5.030542], [4.652016, 8.173591, 2.667503], [7.563885, 0.555659, 2.399527], [3.082421, -0.067790, 4.879112], [9.773765, 1.407110, -1.462488], [-5.989738, 1.274887, 0.744376], [-6.043450, -9.154375, -1.753380], [8.351151, 12.495108, 6.277699], [-3.342087, -4.888129, -4.504611], [-9.422193, -7.775764, 0.246284], [-3.187078, -4.842461, -6.274178], [5.907084, 5.661220, 2.536218], [3.922186, 2.239086, -0.349294], [10.571363, -0.554145, 1.356174], [-7.941582, -9.509067, -8.334353], [-7.972831, 1.865717, -0.907797], [4.271845, 0.482051, 0.218558], [2.953501, 0.424282, 6.648190], [-8.317911, -10.116300, -0.574197], [-7.268035, 2.550686, 1.098243], [-7.507906, -9.381543, -2.733260], [7.098419, 8.843680, 7.828165], [9.289578, 2.809059, -0.484724], [6.717508, 11.159936, 4.536931], [12.049335, 0.179574, -0.367740], [2.347679, 1.220571, 2.204340], [-4.386001, -8.001309, -9.529008], [-6.750296, -1.373892, -3.281643], [11.920993, 2.477658, -1.152783], [6.076965, -1.964165, 1.115688], [-8.302673, 0.334815, -2.491126], [-5.020952, -4.555108, 0.251426], [7.478079, 11.435429, 8.619152], [-4.926907, 0.973342, -1.963920], [4.861381, 1.810416, 6.528866], [5.814999, 0.804855, 5.296287], [12.757463, 1.052829, 1.000891], [3.949514, 4.853172, 3.612156], [-5.444181, 2.950279, 1.249778], [1.664295, 5.659683, 6.025339]], "atomic_forces_ev_per_a": [[-1.0, 1.1, -0.7], [1.4, 0.8, -0.1], [1.2, -0.5, -0.9], [3.6, 3.8, -0.6], [0.1, 0.4, 0.2], [-0.3, 0.5, 2.5], [-0.1, -0.2, -0.4], [1.0, -2.9, 3.5], [-0.1, -0.2, 0.2], [0.2, 0.0, 0.0], [-4.1, -1.3, 0.3], [-1.8, 4.2, 0.1], [-2.9, -2.8, 0.8], [0.3, -0.2, 0.0], [-1.5, -0.5, 0.5], [0.0, 0.2, 0.1], [-1.6, 1.8, 0.1], [0.3, 0.0, -0.1], [1.4, -2.3, -2.1], [-0.2, 0.0, 0.3], [1.6, 0.1, 0.9], [-0.9, 1.0, -0.2], [1.3, 2.5, -1.2], [0.2, -0.2, 0.3], [0.4, -0.1, 0.3], [0.3, 0.1, 0.3], [0.4, -0.2, -0.2], [-0.4, 1.6, -2.0], [-0.4, 0.6, 0.0], [0.2, -2.3, -0.2], [-0.3, -0.2, 0.0], [0.1, 0.5, 0.1], [0.4, -0.4, 0.3], [-1.9, -2.0, 0.2], [-0.2, -0.3, 0.0], [0.0, -0.1, -0.4], [2.3, -3.6, 2.0], [-1.5, 0.8, -0.2], [3.7, 0.6, -0.9], [0.1, -0.3, -0.2], [-0.2, 0.4, -0.1], [0.1, -0.1, 0.3], [-1.7, 2.3, -1.5], [0.3, -0.4, -0.1], [0.1, 0.0, -0.3], [1.9, -0.4, -1.6], [-0.1, 0.3, 0.1], [0.3, -2.2, -3.0], [-0.3, -0.1, 0.2], [2.6, 0.2, 0.6], [0.2, -1.6, -1.8], [0.3, -0.1, -0.2], [-0.2, -0.4, 0.6], [0.2, -0.1, -0.5], [0.2, 0.1, -0.2], [2.0, 1.4, 1.9], [-0.4, 0.0, 0.2], [0.2, -0.1, 0.4], [-2.5, 2.9, -1.5], [1.0, 3.4, -0.2], [1.8, -1.9, 0.7], [0.9, -0.1, 1.1], [-2.5, 0.4, 0.1], [-2.5, -0.6, -1.5], [-1.0, -1.0, 2.2], [0.2, 0.1, 0.4], [-0.4, 0.0, -0.2], [-0.4, 0.0, -0.1], [-0.4, 0.3, -0.2], [0.2, 0.1, -0.1], [-0.2, 0.2, -0.2], [-0.8, -0.9, 0.1], [0.3, 0.8, -0.1], [0.1, -0.8, -0.2], [0.0, 0.7, 0.1], [-0.3, -0.1, -0.2], [-0.7, -2.3, 1.3], [-0.1, 0.3, -0.1], [0.7, 0.8, 1.3], [1.2, -1.1, 1.0], [-0.4, 0.8, 0.6], [1.0, -1.2, 0.0], [-0.9, 1.2, -0.5], [0.0, 0.1, -0.1], [0.4, -0.5, 0.1], [0.0, -0.1, 0.0], [-0.1, 0.0, 0.0], [1.2, -0.5, -1.2], [0.0, -0.1, 0.0], [0.0, 0.0, -0.1], [0.0, 0.0, 0.1], [-0.1, -0.1, 0.0], [0.0, 0.1, 0.1], [0.1, 0.0, 0.0], [0.8, -1.6, 0.0], [0.1, 0.1, 0.1], [1.2, -1.2, 0.8], [-1.5, -0.2, 0.4], [-1.0, -1.3, 0.8], [0.0, 0.0, -0.1], [-0.1, 0.0, 0.0], [-0.5, -0.3, 1.5], [-0.6, -0.5, -1.5], [0.9, -1.2, 0.9], [0.0, 0.0, 0.1], [-1.6, 0.8, -0.8], [-0.1, 0.1, -0.1], [-1.4, 0.9, -0.8], [0.7, 0.0, 1.5], [0.0, -0.1, 0.0], [0.0, 0.1, 0.0], [0.0, -0.1, 0.1], [0.0, 0.1, -0.1], [-0.1, 0.0, -0.1], [0.1, 0.0, -0.1], [-0.1, 0.1, 0.1], [-0.1, 0.0, 0.0], [0.3, -0.8, 1.7], [-0.7, 1.5, -0.8], [-0.8, -0.1, 1.6], [0.0, -0.1, -0.1], [0.0, -0.1, -0.1], [0.1, -0.1, 0.0], [0.0, 0.1, 0.0], [0.0, 0.0, 0.1], [-0.1, 0.0, 0.0], [-0.1, -0.1, 0.0], [0.1, 0.0, 0.0], [0.0, -0.1, 0.0], [0.0, 0.1, 0.0], [0.0, -0.1, 0.1], [0.1, 0.1, 0.0], [-1.8, -0.3, -0.7], [0.9, -0.3, 1.4], [0.0, 0.1, -0.1], [-0.4, 1.5, -0.5], [0.0, 0.1, -0.1], [-0.1, -0.1, 0.0], [-0.1, 0.0, 0.0], [0.0, 0.0, -0.1], [0.1, 0.0, 0.0], [0.0, -0.1, 0.1], [-0.4, -1.5, 1.2], [-0.1, 0.1, 0.0], [0.1, 0.1, 0.1], [0.5, 1.1, -0.8], [-1.2, 1.1, 0.1], [1.2, -0.7, -1.3], [0.0, 0.1, 0.0], [1.3, 0.0, -0.7], [0.0, -0.1, 0.0], [-0.1, 0.0, -0.1], [-0.1, -0.1, 0.1], [0.0, -0.1, 0.0], [0.0, 0.0, 0.1], [1.4, 0.8, -0.5], [-0.1, 0.0, 0.1], [0.8, 1.4, 0.2], [-0.1, 0.0, 0.1], [1.1, 0.9, 0.5], [1.0, 0.7, -1.3], [1.1, 1.6, -0.6], [0.0, -0.1, -0.1], [-0.7, -1.9, 0.1], [0.0, -0.6, -1.9], [-1.5, 0.6, 0.0], [-0.1, 0.0, 0.0], [0.0, 0.1, 0.1], [-1.4, -0.7, -1.0], [0.0, -0.1, 0.0]], "lowdin_charge": [0.9043, 0.8323, 0.7492, 0.7097, -0.1627, 0.0329, -0.1609, 0.0231, -0.1561, -0.1447, 0.0354, -0.0169, -0.3356, -0.1520, -0.2456, -0.1551, -0.2825, -0.1594, -0.2860, -0.2073, -0.0280, -0.1621, 0.0037, -0.1780, -0.1797, -0.1755, -0.1768, -0.2389, -0.1632, -0.2698, -0.1992, -0.1787, -0.1907, -0.0918, -0.2048, -0.1803, 0.0685, -0.1890, -0.3837, -0.2012, -0.1792, -0.1970, -0.4782, -0.1796, -0.2064, -0.2848, -0.2018, -0.7036, -0.2154, -0.1645, -0.0335, -0.1986, -0.1567, -0.1817, -0.0863, -0.7035, -0.1954, -0.1744, 0.0153, -0.0746, -0.0282, -0.1390, -0.0251, -0.1491, -0.2649, -0.1814, -0.1790, -0.1716, -0.1684, -0.2644, -0.2041, -0.2010, -0.0725, -0.2010, -0.1280, -0.1979, 0.0284, -0.2038, 0.0771, 0.1337, 0.1231, 0.1268, 0.0783, 0.1196, -0.0257, 0.1134, 0.1132, 0.0699, 0.1153, 0.1149, 0.1193, 0.1078, 0.1181, 0.1166, 0.1040, 0.1070, 0.1210, 0.1187, 0.0847, 0.1171, 0.1160, 0.1235, 0.1237, 0.1104, 0.1151, 0.0885, 0.0896, 0.0798, 0.1082, 0.1152, 0.1171, 0.0990, 0.1009, 0.1137, 0.1222, 0.1138, 0.1156, 0.1101, 0.1080, 0.0819, 0.1155, 0.1159, 0.1193, 0.1144, 0.1161, 0.1142, 0.1186, 0.1163, 0.1166, 0.1172, 0.1210, 0.1152, 0.1239, 0.0761, 0.1176, 0.0741, 0.1167, 0.1143, 0.1129, 0.1163, 0.1166, 0.1145, 0.1112, 0.1158, 0.1193, 0.0996, 0.0613, 0.0720, 0.1138, 0.0945, 0.1172, 0.1187, 0.1215, 0.1189, 0.1160, 0.0996, 0.1097, 0.0793, 0.1141, 0.0393, 0.1072, 0.1130, 0.1140, 0.1112, 0.1293, 0.1146, 0.1142, 0.0982, 0.1032, 0.1120]}